[1]
217
Properties=species:S:1:pos:R:3 method="wB97M-V/def2-TZVPD" max_force_ev_per_a=5.81 charge=+6 energy_ha=-4065.74567 orbital_gap_ev=5.27
H 1.0474 -2.5853 8.9750
H -6.3537 4.7209 -8.0140
H -8.5160 -8.1532 0.7523
H -8.2930 -10.4248 1.1565
H 1.2936 -5.9523 -5.7192
H -8.8824 -5.9944 1.2059
H -1.0845 -3.6575 -8.8924
H 6.0521 -3.3426 10.0878
H 5.0931 -2.9813 12.3933
C 7.9515 -7.8078 -1.6384
N 7.0566 5.2899 2.3651
C -6.1850 -6.8334 1.0056
H 6.6123 -3.7272 -3.9156
H -7.5063 6.1358 -7.7899
H 5.3870 6.5150 1.7507
H 1.6984 -3.6065 4.7452
C 5.4712 5.0316 0.2635
O -4.8278 2.8100 -3.6422
H 8.1337 8.3765 3.4795
C 5.6364 -6.8643 -4.5774
N -4.2568 13.0625 3.8150
H -8.4581 4.6580 -3.9257
H 3.7152 -7.5846 -5.0155
H -1.2453 -1.6415 -4.3732
H -2.7706 14.3735 3.6332
H 3.8358 -5.8582 8.6571
H -6.0165 13.2714 2.8170
O 7.9953 -6.6761 -0.8824
F 0.7248 -4.6060 -2.6598
H -2.1648 -1.6866 -5.8815
H -6.6577 -9.6797 1.6370
H -6.0576 13.3624 5.0198
C 4.2197 -7.0950 -4.1641
H 4.6157 -2.1107 7.9326
H -2.3970 -3.7601 -7.7271
H 8.6946 6.6066 2.1282
C -4.9460 13.7247 2.6052
C -6.6483 -7.0885 2.4373
H 8.2702 3.1456 3.7899
H 5.9342 -8.1006 -2.0966
H -5.5593 11.3291 3.9470
H -0.3133 -5.9110 -4.9645
H -2.3233 13.1111 5.7641
H 3.3071 -3.3722 4.1376
H -2.3042 10.3954 0.3869
C 1.4408 -1.7144 -10.3899
C 4.8610 -3.1741 7.7912
C 6.8215 -7.8052 -2.6214
N -6.9026 4.6462 -5.3377
C -1.2064 -1.8700 -5.4307
H 8.0869 -7.3501 1.0726
H -4.4411 13.3032 1.7910
H 0.9698 -2.2920 -6.5567
C 0.2264 -6.1162 -5.8819
H -7.7040 3.2288 -6.6790
H 4.5912 2.2632 0.2591
H 5.3166 -5.7632 -2.0275
C 4.4468 -3.3764 11.6103
H -3.7890 11.0699 4.5031
C 8.8082 3.3871 2.9028
H -9.4712 -7.9341 4.1999
H 9.6853 -7.1317 0.2463
H 7.9051 -5.2063 -4.4286
N 4.2690 -3.8227 9.0721
C -0.4778 -5.3192 -6.9900
H -1.5330 -5.5663 -7.1046
H -8.2112 -6.6858 4.6373
C -7.3650 5.0128 -7.7888
H 1.4683 -3.9198 -6.4401
H 4.5242 -4.7425 6.3378
H 3.8319 3.3923 -0.8866
H -9.7133 -4.2675 2.8893
H 4.2612 -4.4650 11.6711
H -6.3385 -7.5720 0.2249
H -7.8169 -8.4439 4.5077
H -4.2915 -5.2608 -0.2521
C 6.1441 5.8906 1.2857
C 7.9990 6.3683 2.9327
H 5.7548 -6.0988 -5.4288
C -4.5991 3.9025 -4.4854
C 6.1571 -5.3925 -2.5850
H 6.2083 4.3385 -0.1819
H -8.0233 4.7422 -8.6413
H -0.4696 -1.1538 -5.8912
H -8.7215 4.5613 -6.2112
H -6.4600 -6.1304 3.0235
O 0.9069 -2.0293 -9.0959
C -0.9950 -3.3688 -5.5407
C -4.0988 -6.3108 -0.0028
H -6.6286 -5.9277 0.6617
H 5.3926 -3.4124 -2.6800
H 1.1149 -4.0598 -9.0544
H 7.0521 7.5750 4.4846
H 6.0468 -7.7541 -5.0339
H 4.0625 -7.7572 -3.3256
H -3.0747 -6.5438 0.2162
C 0.9032 -3.2641 -7.0861
C -7.7586 4.2760 -6.5013
H 5.9094 -3.3623 7.8332
H -2.3950 12.9944 2.7441
H 6.7448 6.5416 0.6233
C -4.9515 13.4516 5.1343
C 2.7708 -3.6850 9.1700
H -9.0406 -5.1260 4.2170
C 8.6589 -6.7628 0.3196
C 7.3664 7.6414 3.4438
H 4.9632 -4.3359 -4.0511
C 4.9930 -3.0839 10.1954
H -4.4357 11.0521 1.5201
C -1.8475 13.0036 4.8686
C -9.0477 -6.1392 2.2743
F 1.6788 -1.8003 -1.2926
H -6.3436 6.2671 -4.1921
C 4.6057 -5.2706 9.1379
H -7.7918 -10.3016 2.8665
H 0.0759 -7.1622 -6.1067
H 1.3752 -0.6524 -10.4766
H 8.5469 -6.2434 -3.1168
H -5.9409 15.7284 3.1034
H 5.7291 3.8253 3.1410
H 2.8545 -4.8616 5.0007
H -4.4009 4.8070 -3.9084
C -8.5637 -8.5108 1.7570
H -6.1175 6.5631 -5.9024
H -4.7852 14.5088 5.3521
H -10.0395 -6.5704 2.4048
C -4.4718 11.5394 3.7827
H 0.7511 -2.1352 -11.1545
H -8.0761 2.2448 -3.1566
H 8.8503 -7.9241 -2.2279
H 4.9877 5.5808 -0.5603
F 2.7892 -3.5744 -2.1955
C 2.7107 -3.8293 4.9234
H -5.2377 4.5969 -6.4899
F -0.3011 -2.7259 -1.8475
H -5.8583 3.0173 -6.0413
C -8.8754 -4.9261 3.1265
H -4.3923 -6.8711 -0.8499
F 1.3395 -3.9379 -0.5552
H -8.7784 2.2342 -4.8629
C -5.5583 3.9965 -5.6391
H 6.5219 8.1108 2.9085
O -4.8027 -6.7897 1.1688
H 6.8542 4.5771 4.3723
C -1.3882 -3.3614 -7.8999
H 3.5315 -2.8613 11.6376
H -6.1675 -7.9652 2.9351
H 2.4189 -4.2566 8.2775
H 2.4526 -3.0841 -8.3465
C -8.4523 -7.6540 4.1092
C -7.9273 2.5568 -4.1945
C 2.0674 -2.3478 9.1862
N 6.5949 -6.5567 -3.4374
H 4.9764 -1.9935 10.0137
H -6.9544 2.0013 -4.4076
H -3.1495 1.6590 -4.2067
H -0.7765 10.2704 1.5563
H 3.6841 -6.0983 -4.0501
H 2.9565 2.8658 0.5379
C -2.7687 13.3379 3.6632
C 6.2448 4.7439 3.4759
H -1.0154 8.2730 -0.0117
H -4.5244 9.8093 2.7257
C 7.9171 4.1716 1.8290
H 7.0574 -8.5226 -3.3581
H -1.1477 13.8239 4.8432
H 5.5510 -5.4736 8.6871
C -4.2287 1.6056 -4.0335
H 9.2341 2.4812 2.4091
H 7.2013 3.4559 1.3251
H 8.2526 -6.9184 -4.7456
C 4.3995 -3.6703 6.4546
H -2.9188 15.7791 2.6246
H -4.9956 15.5871 1.4055
H 8.5581 4.5242 0.9913
H 4.5161 -5.6330 10.1634
C -4.0583 10.7568 2.4639
P 1.2083 -3.1853 -1.9775
H -1.5645 11.9916 4.5758
C 5.7982 -4.1647 -3.3667
C -6.7321 6.1005 -5.1900
H -3.6910 3.6460 -5.0626
H 5.1221 -3.3459 5.6565
H 2.4416 -2.0831 -10.5770
H -6.8474 4.2087 -3.2862
C 7.9384 -6.1882 -3.9960
H -7.8373 -4.4733 3.0087
C -1.8665 10.4483 1.4080
H -4.5039 0.8113 -3.3807
H -9.6038 -8.6186 1.9946
H -0.0268 -5.5388 -7.9635
C 3.9054 3.1268 0.1577
H 8.7197 -5.7677 0.7790
H -1.9952 -3.8495 -5.4098
H 8.5145 5.8738 3.7624
C -7.5809 4.0622 -4.1050
C 1.3900 -3.1713 -8.4677
H -4.6179 12.7455 5.8828
O -2.5912 10.4404 2.5072
H 2.2191 -1.7953 10.1231
C -5.2313 15.0906 2.3353
O 3.1323 -3.2353 6.1409
O 4.4891 4.2043 0.9135
H 2.3624 -1.6665 8.3590
H 9.6300 3.9691 3.1552
N -0.4936 -3.8119 -6.8296
H 7.8442 -8.7290 -1.0661
H -0.2774 -3.7493 -4.8280
H 5.4690 5.4957 3.7404
C -7.7473 -9.8339 1.8880
H 7.0174 -5.2243 -1.9711
F 1.2485 -2.5981 -3.4502
H -7.6824 6.5805 -5.2920
H 2.5014 -4.2285 10.0680
N -8.1625 -7.3051 2.6274
H -4.7209 1.2626 -5.0317
H -1.4868 -2.2745 -7.9862

***

[2]
219
Properties=species:S:1:pos:R:3 method="wB97M-V/def2-TZVPD" smiles=COCCNCCOC.COCCNCCOC.COCCNCCOC.COCCNCCOC.COCCNCCOC.COCCNCCOC.CCOCC.CCOCC.CCOCC.CCOCC.CCOCC max_force_ev_per_a=2.97 energy_ha=-3824.79627 orbital_gap_ev=8.79
H 2.9372 20.4577 11.1634
H 10.2352 18.8851 9.0152
H 12.6213 26.7462 10.2110
H 2.6089 25.1874 12.3339
H 13.3576 25.1553 15.2363
H 9.8007 31.3763 13.0795
H 5.0040 24.6626 11.4692
H 12.1118 21.4880 18.1002
H 9.7364 20.7057 10.8773
H 11.1992 23.8401 13.7278
H 14.3120 26.6699 14.8873
H 9.0576 27.1405 11.6759
C 2.4618 23.4364 9.5860
H 4.2499 22.4359 8.9781
H 10.2982 27.4101 14.0189
H 15.6838 21.5144 15.7533
H 7.5812 19.5952 17.8593
C 11.6010 30.4886 10.6600
C 4.4008 29.2707 16.3518
H 17.3500 22.3219 14.3886
H 11.9842 21.4340 11.7965
H 7.5527 20.0409 10.9455
O 4.7772 22.5610 15.6917
N 6.9875 20.9669 16.3143
O 5.1325 26.4864 12.3998
H 14.2863 22.8474 14.6342
C 8.2036 23.5354 9.2879
C 2.4658 20.6303 13.1485
C 2.0671 24.7423 11.4739
N 7.7016 24.0652 17.6225
O 13.7440 20.9182 15.2796
C 13.8296 21.9060 14.2479
H 5.2740 28.6866 13.3311
H 1.8196 24.1433 9.0918
H 11.6844 29.9736 11.6136
H 10.7223 27.8249 11.5872
H 4.2479 23.9991 17.0116
H 9.6611 22.1867 12.9732
C 3.8447 28.3754 11.8273
H 10.3328 19.8853 6.5763
H 17.6315 17.9218 16.8656
H 9.0193 24.0105 8.7422
O 5.3454 29.9441 15.5426
H 5.5233 25.7004 7.6720
C 12.2057 22.5421 18.2663
O 9.8412 20.8153 8.3126
H 13.9422 25.5944 9.6296
H 12.7748 22.1409 13.8461
H 18.0699 25.1593 15.3588
H 9.0718 21.0468 6.3952
H 14.4588 21.6401 13.3812
H 6.0209 21.6171 11.5753
H 14.4289 18.5259 15.9530
O 6.9666 24.1336 8.9042
N 4.6680 29.2007 12.7464
H 10.4148 24.1537 17.2346
H 11.9001 31.1122 14.0969
H 12.3108 28.7183 15.1091
H 11.0152 20.6419 14.5654
C 4.4952 23.9170 15.9447
O 2.9865 24.0327 10.7566
H 8.6744 28.9974 16.0395
C 6.7730 19.5746 11.5000
H 11.1182 31.5090 15.5569
H 7.4921 30.2700 12.5652
H 10.9447 26.2465 8.6517
C 6.5299 23.8420 7.6158
C 12.5749 23.5169 10.3918
H 13.6564 26.3736 16.5750
H 5.5847 27.7680 10.7559
H 20.0742 20.0995 16.6056
H 13.3680 23.2154 9.7157
H 8.8712 29.2368 12.2208
N 11.8042 21.2788 10.7981
H 11.5676 26.4920 13.1233
H 12.5439 23.0734 17.3444
H 15.1247 24.5377 17.0297
C 11.3574 30.6509 14.9502
H 12.5784 30.5984 10.1488
C 12.1504 29.6215 15.6863
H 7.8882 29.0370 13.7465
C 8.7388 23.7750 18.5655
H 1.5242 25.4903 10.8392
H 9.5111 20.5197 16.9334
H 4.2522 26.6795 10.5063
H 11.2185 22.4540 9.1243
H 6.0402 24.7214 12.9614
N 15.3247 18.7424 16.3753
C 19.2467 19.9596 17.2619
H 10.5516 30.6685 8.7985
C 7.2525 26.4403 17.5039
H 8.8010 19.4543 7.1751
H 18.9986 23.0274 14.3320
C 15.4019 25.2350 16.1703
C 7.5693 19.7078 16.7445
O 12.0919 24.8170 10.1984
H 3.2349 22.9155 7.6657
H 3.6037 24.2180 15.3939
H 4.9969 28.5871 16.9046
C 4.6651 30.8144 14.6353
C 10.0451 23.3614 17.8586
H 14.5616 22.1652 16.8257
C 3.6038 23.2258 8.5962
H 9.8957 22.4974 17.2176
H 3.3850 30.7184 12.8339
C 3.8462 30.0789 13.5868
H 8.9107 24.6188 19.1966
H 6.6030 22.9998 14.8777
O 9.8409 25.4607 13.7423
H 11.2915 31.4796 10.8938
C 16.3743 18.7190 15.3953
C 3.3770 20.9463 11.9980
H 3.7174 28.7109 15.7877
H 7.1601 19.3987 12.4649
O 17.9874 19.9646 16.5995
H 16.2849 17.7419 14.8174
H 16.1027 25.9960 16.5543
C 5.7470 22.3138 14.7510
H 5.5970 20.0814 14.8498
H 2.8270 21.0302 14.0939
H 15.8453 20.2304 17.8040
H 3.5761 21.9739 11.7803
H 8.9916 23.1115 14.4131
C 17.4591 24.1838 15.4348
H 8.1947 22.4950 9.1439
C 13.1325 25.7757 10.3635
H 4.9249 24.6106 6.4688
H 17.7072 23.6886 16.3926
H 9.9941 28.6829 7.1613
C 4.7496 27.2684 11.2773
C 10.6442 26.7883 7.7597
C 10.5183 26.6443 13.2731
C 17.6858 18.6849 16.0442
H 3.9616 29.9699 17.0915
H 10.8849 19.4134 11.0960
O 11.0336 23.0485 18.8603
H 9.2279 27.4635 16.5068
H 18.5485 18.4099 15.4430
H 10.6906 19.3605 13.6353
C 6.3551 20.9059 14.9621
C 5.7127 25.2312 12.0163
H 6.6601 25.3181 11.4121
O 7.1960 27.5972 16.7702
H 9.9426 26.1747 7.1953
H 11.4826 26.8719 7.0291
C 10.3113 24.2301 13.2124
C 5.2736 24.6539 7.5008
H 3.0883 29.4472 14.0509
H 12.9899 23.4348 11.4530
H 17.5798 23.6382 13.2941
H 11.6361 19.8834 8.5835
H 5.4227 22.2959 13.6875
C 8.5174 28.2083 16.7763
H 3.9747 31.4687 15.1763
H 13.0211 22.6040 18.9865
H 13.1137 29.9636 16.0852
H 6.2347 26.2476 17.7766
H 7.1736 25.0716 15.8676
H 1.3077 24.0635 11.9570
C 9.4931 20.2925 7.0765
N 4.2412 24.4710 8.5052
H 19.2574 20.7723 17.9672
H 11.5835 29.2044 16.5678
C 17.9153 23.2764 14.2760
H 8.8746 25.4940 16.3050
H 19.4377 19.0285 17.7597
H 6.3986 22.7732 7.3972
C 9.0218 19.6836 16.4420
H 10.5341 24.3683 12.1372
H 7.1578 20.7132 14.2403
H 7.0807 18.8072 16.3201
C 11.4518 22.5729 10.2147
H 7.2551 24.2319 6.8696
H 3.0666 27.8104 12.2913
H 8.3805 23.6909 10.3609
H 13.5371 25.7069 11.3891
H 9.5223 18.7590 16.8900
H 6.2403 21.1968 16.9604
H 8.6948 28.7171 17.7114
C 8.3403 29.7514 13.0427
H 10.6002 23.0392 10.6877
H 8.3416 23.3454 12.7715
C 10.7262 20.3402 10.5624
H 9.0778 28.0934 8.5481
O 9.2731 19.6938 15.0410
O 10.1761 30.0134 14.5267
H 5.2986 20.4943 10.3153
O 16.0636 24.4371 15.2172
O 11.0106 28.7446 9.0469
H 5.4947 31.3599 14.2405
H 3.4161 28.9460 11.0199
H 2.5058 19.5401 13.3348
H 10.3784 26.1849 11.1645
C 10.6265 19.9369 9.0654
H 1.4379 20.9571 12.9467
C 7.8523 25.2662 16.7540
H 9.5678 29.8532 10.0526
O 4.6343 20.3046 12.2874
C 10.5676 29.9269 9.6501
C 9.2286 30.7185 13.7488
C 15.0085 20.0171 17.1394
C 14.7854 21.2271 16.2403
H 11.1539 18.9752 15.3269
H 4.5927 24.7586 9.4020
H 7.8159 26.6797 18.4111
C 5.6762 20.6163 11.3808
H 14.0339 19.8279 17.6860
C 10.0711 28.1522 8.1114
C 10.5823 19.6532 14.6688
C 14.0622 25.9237 15.6652
H 16.2922 19.5772 14.7026
H 6.4934 18.5563 11.1071
H 5.3386 24.5080 15.6381
H 8.2988 22.9817 19.2140
C 9.2776 23.1231 13.3769
H 1.9366 22.4906 9.8447
H 8.7403 31.3804 14.5042
H 7.4826 23.2074 17.1015
C 10.1010 26.9783 11.8817